A molecular structure, C43H57N8O6PS3Ti. Source: the Open Molecules 2025 dataset; level of theory: ωB97M-V/def2-TZVPD.

Values from the calculation:
LUMO level (alpha / beta): 3.48 / 3.47 eV
HOMO energy (alpha / beta): 0.98 / -1.71 eV
Charge: -2
Spin multiplicity: 3

```
119
Properties=species:S:1:pos:R:3:forces:R:3
Ti -1.200 -0.088 -0.379 0.7692 0.6768 1.0153
N -2.947 1.179 0.696 0.0889 -0.1395 -0.1630
C -2.700 1.630 2.070 -0.0087 -0.0159 0.0147
C -1.199 1.763 2.273 0.0185 -0.0117 -0.0161
N -0.614 0.483 1.924 -0.0369 -0.1602 0.0617
H -3.126 1.937 0.048 -0.0053 0.0259 0.0324
H -3.724 0.532 0.642 -0.0104 0.0082 -0.0429
H -3.083 0.860 2.744 0.0010 -0.0003 0.0106
H -3.219 2.566 2.303 0.0013 -0.0037 -0.0015
H -0.982 2.092 3.297 -0.0172 -0.0062 0.0022
H -0.801 2.512 1.580 -0.0037 0.0029 0.0066
H -0.857 -0.244 2.590 -0.0409 -0.0768 -0.0168
H 0.395 0.478 1.825 -0.0185 0.0228 -0.0377
O -1.938 -2.121 2.314 -0.0713 -0.1049 0.0385
C -3.068 -2.783 1.810 -0.0122 0.0544 0.0619
C -3.348 -2.403 0.325 0.2366 -0.0518 -0.1012
O -4.314 -2.892 -0.246 -0.1035 0.0180 -0.0414
O -2.534 -1.562 -0.191 -0.3489 -0.2202 0.3212
C -2.954 -4.304 1.941 -0.0270 0.0542 -0.0487
C -1.748 -4.890 2.302 0.0704 -0.0562 0.0734
C -1.657 -6.273 2.431 -0.0178 0.0268 -0.0013
C -2.763 -7.074 2.201 -0.0040 -0.0263 -0.0011
C -3.973 -6.488 1.842 0.0131 -0.0012 0.0082
C -4.068 -5.112 1.715 0.0092 -0.0336 -0.0055
C -4.207 -2.258 2.690 0.0302 0.0438 -0.0039
C -5.227 -1.439 2.223 -0.0638 -0.0387 -0.0413
C -6.164 -0.902 3.101 0.0014 -0.0098 0.0201
C -6.091 -1.180 4.456 -0.0089 0.0023 -0.0017
C -5.075 -2.003 4.930 0.0031 -0.0124 -0.0093
C -4.144 -2.537 4.055 0.0332 0.0428 0.0156
H -1.121 -2.352 1.813 0.1192 0.0820 0.0033
H -0.864 -4.302 2.522 -0.0063 0.1202 0.0079
H -0.707 -6.701 2.726 -0.0203 -0.0218 -0.0058
H -2.690 -8.151 2.305 0.0004 -0.0001 -0.0003
H -4.846 -7.105 1.661 0.0032 -0.0010 0.0024
H -5.005 -4.654 1.424 0.0179 0.0060 0.0020
H -5.318 -1.251 1.160 0.0096 0.0074 0.0211
H -6.955 -0.268 2.717 0.0000 0.0024 -0.0016
H -6.819 -0.761 5.140 0.0017 0.0026 0.0022
H -5.003 -2.225 5.988 -0.0026 0.0001 -0.0004
H -3.340 -3.162 4.422 0.0126 0.0097 0.0009
O -2.322 0.575 -1.887 -0.4004 0.0737 -0.7445
N -2.433 -0.100 -3.038 0.1137 0.1900 0.0309
C -3.393 0.321 -3.887 -0.0518 -0.0606 0.0303
C -3.565 -0.246 -5.115 0.0429 -0.0191 0.0233
C -2.703 -1.294 -5.479 -0.0646 -0.0019 -0.0453
C -1.739 -1.710 -4.608 0.0733 0.0324 0.0612
C -1.558 -1.109 -3.333 -0.0813 -0.0388 -0.1284
S -0.353 -1.569 -2.249 0.0481 -0.1902 -0.0974
H -3.995 1.125 -3.491 0.0101 0.0075 -0.0015
H -4.351 0.111 -5.765 0.0011 -0.0046 -0.0050
H -2.808 -1.778 -6.442 -0.0009 -0.0007 0.0034
H -1.067 -2.520 -4.852 0.0008 0.0056 -0.0094
N 0.241 1.202 -0.556 -0.5366 0.0647 -0.2463
P 1.222 2.036 -1.371 0.2425 -0.0498 0.3278
N 1.970 1.387 -2.732 0.0193 0.0163 -0.0714
C 1.146 1.325 -3.948 -0.0150 0.0012 0.0108
C 1.692 0.277 -4.914 -0.0116 -0.0107 -0.0096
C 3.213 0.377 -4.987 0.0097 0.0031 -0.0031
C 3.843 0.082 -3.609 0.0014 -0.0034 0.0014
C 2.794 0.194 -2.507 -0.0247 -0.0104 0.0257
N 2.538 2.514 -0.442 0.0083 -0.0807 -0.0270
C 2.463 2.208 1.000 -0.0202 0.0067 0.0107
C 3.576 2.929 1.745 0.0004 0.0077 -0.0039
C 4.956 2.433 1.300 0.0200 -0.0110 0.0113
C 4.947 2.071 -0.195 0.0043 0.0030 0.0136
C 3.866 2.846 -0.944 0.0119 0.0332 -0.0161
N 0.540 3.430 -2.017 0.0430 -0.0182 -0.1020
C -0.897 3.638 -2.040 -0.0278 0.0062 0.0257
C -1.198 5.118 -1.846 -0.0024 -0.0024 0.0145
C -0.628 5.951 -3.008 0.0001 0.0013 0.0020
C 0.584 5.253 -3.642 -0.0062 -0.0097 0.0053
C 1.372 4.473 -2.596 -0.0083 0.0342 0.0475
H 1.173 2.305 -4.439 -0.0044 0.0164 0.0003
H 0.097 1.106 -3.714 0.0100 -0.0115 0.0043
H 1.238 0.433 -5.896 0.0028 0.0029 -0.0042
H 1.395 -0.721 -4.579 0.0027 0.0050 0.0045
H 3.478 1.389 -5.309 -0.0067 0.0052 0.0076
H 3.606 -0.305 -5.746 0.0046 0.0038 -0.0030
H 4.662 0.781 -3.416 0.0053 -0.0057 -0.0032
H 4.271 -0.923 -3.586 -0.0132 -0.0044 0.0039
H 3.257 0.270 -1.525 -0.0009 -0.0125 -0.0199
H 2.175 -0.704 -2.469 0.0057 -0.0100 0.0143
H 2.523 1.127 1.176 0.0378 -0.0189 -0.0081
H 1.493 2.531 1.377 -0.0036 0.0196 -0.0072
H 3.444 2.772 2.817 0.0041 -0.0029 0.0012
H 3.481 4.005 1.563 -0.0083 0.0036 0.0018
H 5.232 1.555 1.886 -0.0089 -0.0126 -0.0100
H 5.708 3.201 1.502 -0.0059 0.0130 -0.0069
H 4.755 1.002 -0.309 -0.0007 0.0001 0.0081
H 5.922 2.267 -0.651 -0.0001 0.0004 0.0005
H 3.903 2.622 -2.010 -0.0030 -0.0080 0.0022
H 4.068 3.925 -0.841 -0.0064 0.0012 -0.0011
H -1.332 3.028 -1.249 0.0135 -0.0245 -0.0076
H -1.349 3.286 -2.982 0.0022 0.0125 -0.0057
H -0.742 5.429 -0.902 -0.0039 0.0008 0.0030
H -2.275 5.276 -1.748 -0.0024 -0.0005 -0.0114
H -0.341 6.942 -2.646 0.0041 -0.0016 0.0015
H -1.396 6.108 -3.770 0.0004 0.0013 -0.0010
H 1.234 5.977 -4.139 -0.0038 0.0066 0.0091
H 0.245 4.550 -4.408 0.0094 -0.0092 -0.0058
H 1.735 5.170 -1.823 0.0168 -0.0126 0.0009
H 2.259 4.020 -3.046 -0.0126 -0.0185 -0.0282
O 1.551 -2.969 5.960 0.0073 0.0156 -0.0082
S 2.032 -3.590 4.732 -0.0254 -0.0605 0.0234
O 2.254 -5.024 4.866 0.0067 0.0106 0.0008
N 1.108 -3.235 3.464 -0.0823 -0.0223 -0.0868
C 1.797 -2.523 2.534 0.0100 0.1877 0.0585
S 1.076 -1.957 1.057 -0.0062 -0.2986 -0.2418
C 3.148 -2.238 2.875 0.0238 0.0099 0.0180
C 4.157 -1.522 2.186 -0.0221 -0.0049 -0.0122
C 5.397 -1.372 2.763 0.0107 -0.0031 0.0007
C 5.701 -1.912 4.037 0.0058 0.0154 -0.0145
C 4.716 -2.626 4.724 -0.0108 -0.0103 0.0049
C 3.479 -2.781 4.147 0.0373 0.0224 0.0100
H 3.936 -1.113 1.206 -0.0033 0.0099 -0.0062
H 6.169 -0.827 2.226 0.0044 -0.0014 -0.0033
H 6.686 -1.777 4.468 0.0013 0.0005 0.0010
H 4.920 -3.051 5.701 -0.0028 -0.0012 0.0003
```
Forces are in eV/Å.



5 unconnected molecules or ions with the total composition C43H58F17NO10. Source: the Open Molecules 2025 dataset; level of theory: ωB97M-V/def2-TZVPD.

Values from the calculation:
LUMO level: -0.26 eV
HOMO energy: -9.76 eV
Charge: 0
SMILES: CCCCCCCCCCCCCCN1C(=O)c2ccc(CCCC(F)(F)C(F)(F)F)cc2C1=O.CCOC(=O)C(F)(F)F.CCOC(=O)C(F)(F)F.CCOC(=O)C(F)(F)F.CCOC(=O)C(F)(F)F
Spin multiplicity: 1

```
129
Properties=species:S:1:pos:R:3:forces:R:3
C 0.844 4.393 5.926 -0.2358 -0.0944 -0.0133
C -0.037 3.224 5.429 0.2232 0.2268 0.0997
C 0.752 2.087 4.774 -0.1337 -0.1889 -0.0372
C -0.112 1.207 3.857 -0.0932 0.0467 0.3224
C 0.406 -0.220 3.696 0.1364 0.0662 -0.1546
C 1.659 -0.328 2.828 0.1328 -0.1198 0.1063
C 2.118 -1.782 2.590 -0.2424 0.1488 -0.1944
C 2.506 -2.064 1.129 0.1453 -0.2347 0.1885
C 3.453 -3.270 0.950 -0.0515 -0.0775 -0.1428
C 4.632 -2.989 0.010 -0.0629 -0.1402 0.0336
C 4.204 -2.911 -1.469 -0.1101 -0.0619 0.2561
C 4.400 -4.231 -2.229 -0.0837 0.1011 0.2053
C 4.407 -4.082 -3.758 0.2084 -0.1574 -0.0550
C 5.814 -4.165 -4.389 -0.1671 -0.0995 0.4886
N 5.932 -5.197 -5.425 0.4106 0.6135 -0.7235
C 7.209 -5.743 -5.696 -0.3205 -0.1985 0.0354
O 8.110 -5.815 -4.909 0.2671 0.0430 0.2640
C 7.197 -6.190 -7.114 -0.1448 -0.0464 -0.1253
C 8.130 -6.894 -7.849 -0.0346 0.0908 0.1748
C 7.821 -7.161 -9.176 -0.0425 0.0057 -0.1314
C 6.619 -6.747 -9.763 0.1639 -0.0472 -0.0002
C 6.332 -7.090 -11.206 -0.0858 0.0332 0.0230
C 5.876 -5.889 -12.063 0.0437 -0.0300 -0.1012
C 6.913 -5.408 -13.082 -0.0830 0.0913 0.2080
C 7.331 -6.471 -14.090 0.1194 0.0389 -0.0165
F 6.422 -7.479 -14.159 0.0585 0.0218 -0.0361
F 8.511 -7.041 -13.707 -0.1267 0.0516 0.0265
C 7.539 -5.946 -15.554 -0.0035 0.0234 -0.2063
F 8.604 -6.516 -16.126 -0.3459 0.1143 0.0773
F 6.458 -6.212 -16.302 0.3006 0.1599 0.1875
F 7.730 -4.613 -15.566 0.0553 -0.3267 -0.0150
C 5.690 -6.043 -8.996 -0.0007 -0.0005 0.0175
C 6.006 -5.777 -7.681 0.0417 -0.1586 0.0204
C 5.222 -5.058 -6.639 0.0719 -0.1686 0.3718
O 4.193 -4.454 -6.773 -0.1517 0.1622 -0.0626
H 0.481 5.346 5.538 0.0404 -0.0122 0.0185
H 0.829 4.469 7.014 0.1234 -0.0134 -0.0220
H 1.880 4.277 5.602 0.0035 0.0071 0.0495
H -0.785 3.615 4.737 0.0512 -0.0834 -0.0661
H -0.593 2.818 6.280 -0.1052 -0.0104 -0.1454
H 1.164 1.441 5.560 0.1184 0.1237 -0.0227
H 1.602 2.497 4.222 -0.0168 -0.0338 -0.0159
H -1.120 1.164 4.286 0.0499 -0.0103 -0.0385
H -0.215 1.687 2.878 -0.0360 -0.0316 0.0048
H -0.376 -0.853 3.264 0.0160 0.0275 -0.0016
H 0.632 -0.626 4.688 -0.0933 -0.0539 -0.0218
H 1.478 0.153 1.861 -0.0814 0.0173 0.0421
H 2.469 0.231 3.309 -0.0167 0.0426 -0.1383
H 2.956 -2.035 3.244 -0.0401 0.0338 0.0485
H 1.284 -2.439 2.859 0.1708 -0.1231 0.0767
H 2.984 -1.176 0.704 -0.0570 -0.0018 0.0143
H 1.584 -2.249 0.571 0.0636 0.2513 -0.1207
H 3.829 -3.602 1.922 0.0041 0.0942 -0.0153
H 2.896 -4.120 0.538 0.0288 -0.0043 0.1076
H 5.131 -2.064 0.315 -0.0725 -0.0011 0.0159
H 5.370 -3.789 0.138 0.0286 0.0797 -0.0878
H 4.710 -2.089 -1.982 0.1008 -0.0879 -0.0084
H 3.133 -2.677 -1.480 0.0859 0.1861 -0.2068
H 5.321 -4.707 -1.875 0.0173 0.0188 -0.1695
H 3.591 -4.904 -1.938 0.1352 -0.0268 0.0082
H 3.800 -4.869 -4.205 -0.0516 0.0867 -0.0252
H 3.959 -3.127 -4.042 -0.1437 -0.1284 -0.0041
H 6.131 -3.204 -4.807 -0.0948 -0.0502 -0.0675
H 6.541 -4.428 -3.620 0.0227 -0.0392 -0.1316
H 9.062 -7.216 -7.403 -0.0035 -0.0026 -0.0252
H 8.533 -7.706 -9.784 -0.0137 0.0056 -0.0106
H 7.222 -7.549 -11.636 -0.0393 -0.0158 -0.0057
H 5.557 -7.861 -11.231 0.0309 0.0390 0.0125
H 4.949 -6.124 -12.590 0.0673 -0.0200 0.0378
H 5.657 -5.035 -11.419 -0.0282 -0.0495 -0.0342
H 6.526 -4.530 -13.599 -0.0213 -0.1006 -0.0500
H 7.823 -5.086 -12.568 -0.0076 -0.0226 -0.0950
H 4.745 -5.713 -9.411 -0.0023 0.0013 0.0068
C -5.834 6.850 6.646 0.1092 -0.1672 -0.2106
C -5.428 5.704 7.543 -0.0937 0.2563 0.2023
O -5.307 4.467 6.801 0.0179 -0.0322 -0.0540
C -4.184 4.301 6.127 -0.0571 -0.0200 0.0538
O -3.247 5.041 6.072 0.0520 0.0379 -0.0200
C -4.207 2.934 5.408 0.0474 0.0787 0.0277
F -5.365 2.733 4.772 -0.0091 -0.0226 -0.0265
F -4.043 1.949 6.301 -0.0092 -0.0383 0.0103
F -3.220 2.866 4.523 -0.0435 -0.0538 -0.0704
H -6.757 6.618 6.116 -0.0375 0.0339 0.0559
H -5.991 7.749 7.239 0.0004 -0.0102 0.0438
H -5.065 7.059 5.904 0.0172 0.0338 0.0333
H -6.193 5.501 8.285 -0.0343 -0.1282 -0.0239
H -4.491 5.902 8.062 0.0544 -0.0461 -0.0843
C -9.798 8.534 2.183 -0.0270 -0.0240 0.1505
C -8.957 9.775 2.375 -0.0036 -0.0289 -0.2800
O -8.997 10.230 3.748 0.0066 0.0068 0.0646
C -8.206 9.593 4.594 -0.0755 0.0804 -0.1325
O -7.455 8.696 4.348 0.0343 -0.0237 0.1379
C -8.361 10.224 5.996 -0.0102 -0.0276 -0.0306
F -9.649 10.394 6.310 -0.0021 0.0178 0.0338
F -7.761 11.420 6.019 -0.0061 0.0285 0.0211
F -7.803 9.459 6.930 0.0154 -0.0193 -0.0018
H -10.823 8.713 2.509 -0.0074 0.0178 -0.0473
H -9.811 8.260 1.129 0.0013 0.0099 -0.0142
H -9.398 7.695 2.751 0.0381 0.0031 -0.0288
H -9.350 10.612 1.802 -0.0165 0.0317 0.0669
H -7.920 9.612 2.087 0.0132 -0.0330 0.0773
C -0.077 -7.061 -5.655 0.0298 0.1272 0.0784
C 0.028 -7.979 -4.459 -0.0454 -0.1795 -0.2084
O 0.477 -7.261 -3.288 0.0141 0.0304 0.0529
C -0.445 -6.571 -2.637 0.0687 -0.0357 -0.0211
O -1.611 -6.494 -2.886 -0.0707 0.0118 -0.0086
C 0.208 -5.855 -1.435 -0.0477 -0.0282 -0.0797
F 1.346 -5.258 -1.805 -0.0337 0.0706 0.0751
F 0.495 -6.743 -0.474 0.0208 -0.0005 0.0310
F -0.608 -4.938 -0.934 -0.0005 0.0142 0.0290
H 0.875 -6.560 -5.837 0.0099 -0.0370 -0.0265
H -0.342 -7.640 -6.540 0.0024 -0.0153 -0.0036
H -0.841 -6.300 -5.500 -0.0311 -0.0337 0.0010
H 0.785 -8.745 -4.614 0.0373 0.0320 0.0552
H -0.920 -8.466 -4.235 -0.0216 0.0709 0.0396
C -9.372 9.999 12.510 0.0385 -0.1246 0.0761
C -8.497 9.751 11.303 -0.1235 0.2373 -0.0661
O -7.586 8.651 11.531 0.0320 -0.0533 0.0201
C -8.092 7.439 11.383 0.0641 0.0606 -0.0304
O -9.209 7.147 11.077 -0.0729 -0.0305 0.0038
C -6.983 6.387 11.605 -0.0836 0.0627 -0.0190
F -6.270 6.643 12.702 0.0230 -0.0208 0.0193
F -6.151 6.402 10.550 0.0685 -0.0142 0.0380
F -7.505 5.172 11.707 0.0140 -0.0338 0.0074
H -8.760 10.172 13.395 0.0012 0.0489 -0.0153
H -9.993 10.878 12.338 0.0039 0.0150 -0.0093
H -10.026 9.150 12.703 -0.0185 0.0102 -0.0424
H -7.850 10.602 11.102 0.0578 -0.0453 0.0189
H -9.086 9.544 10.410 -0.0042 -0.0812 0.0257
```
Forces are in eV/Å.



Asked for F_max across the records above, the calculation gives 1.44; 1.03 eV/A in order.
Asked for relative energy (zero: lowest compared OMol25 entry of this formula, charge and spin) across the records above, the calculation gives 6.2; 0.0 kcal per mole in order.
Asked for energy across the records above, the calculation gives -4947.82784; -4178.31570 hartree in order.